Below is a structure of composition C20H45F2Hg3N4O16S2, with properties calculated with ωB97M-V/def2-TZVPD.

Calculated values
net charge = +1
E_HOMO = -0.3890 Ha

Cartesian coordinates (Å):
1 Hg 0.446838 -1.430300 1.384021
2 Hg -2.866083 3.082913 -2.222611
3 Hg 3.724613 2.307708 -1.437396
4 N 1.625895 -4.801030 0.682223
5 S 2.177468 -5.959435 1.441488
6 O 3.024057 -6.961369 0.794883
7 O 1.380014 -6.425842 2.590908
8 F 3.442446 -5.107582 2.160678
9 S 1.130709 -5.729537 -0.595077
10 O 0.151716 -6.829298 -0.398469
11 O 2.232104 -5.838788 -1.622321
12 F 0.255941 -4.485797 -1.225960
13 C 2.102293 3.148051 2.500805
14 O 1.429858 3.886624 3.194228
15 O 1.987480 2.014270 2.241414
16 O 2.870869 3.832237 1.794842
17 C 0.116302 0.572328 -2.026310
18 O -0.864814 0.338479 -1.310931
19 O 1.129299 -0.068745 -1.755320
20 O 0.367972 1.742461 -2.253545
21 C 5.664748 -0.254945 0.399404
22 O 5.721965 0.254269 -0.944846
23 C 5.776771 -0.723547 -1.968155
24 C 6.175960 0.009258 -3.209560
25 N 5.111444 0.923123 -3.818333
26 C 5.738861 1.974318 -4.565521
27 C 4.878162 3.225237 -4.744229
28 O 4.221462 3.545705 -3.465043
29 C 3.886755 4.927166 -3.455593
30 H 5.709449 0.418998 1.254917
31 H 6.452608 -0.991093 0.559004
32 H 4.778103 -0.888652 0.380326
33 H 4.969010 -1.455372 -1.974702
34 H 6.621766 -1.322562 -1.628651
35 H 6.506887 -0.759765 -3.907547
36 H 7.180866 0.415716 -3.095306
37 H 4.402893 0.458235 -4.367821
38 H 6.081902 1.381086 -5.413155
39 H 6.583872 2.356309 -3.992684
40 H 4.164599 2.970209 -5.527736
41 H 5.493695 4.042720 -5.119671
42 H 3.173165 5.008056 -4.275558
43 H 4.762585 5.568534 -3.553916
44 H 3.468355 5.189665 -2.483931
45 C -7.001821 1.395203 1.482914
46 O -7.032657 0.830035 0.229316
47 C -6.614702 1.607968 -0.763510
48 C -6.317483 0.683671 -1.974477
49 N -5.559929 1.357962 -3.073247
50 C -4.911425 0.318574 -3.918803
51 C -4.353933 0.981646 -5.267466
52 O -3.374923 1.869850 -4.825701
53 C -2.326275 2.024551 -5.773631
54 H -7.345505 0.628609 2.177399
55 H -7.463650 2.381969 1.516181
56 H -5.972239 1.512888 1.820869
57 H -5.652364 2.070802 -0.544897
58 H -7.332055 2.400475 -0.976632
59 H -7.239469 0.170680 -2.248121
60 H -5.602093 -0.056874 -1.616844
61 H -6.107042 1.931366 -3.699335
62 H -5.697293 -0.403470 -4.140521
63 H -4.063880 -0.178839 -3.447260
64 H -5.146884 1.449876 -5.850642
65 H -4.058123 0.201243 -5.968580
66 H -1.644027 2.777892 -5.379780
67 H -2.793718 2.289721 -6.721935
68 H -1.723120 1.120143 -5.853286
69 C -0.227894 1.274314 7.621230
70 O 0.440441 0.384400 6.673419
71 C 0.604582 -0.956514 7.069098
72 C 0.607874 -1.967176 5.898453
73 N -0.421939 -1.625704 4.905637
74 C -1.876596 -1.911307 5.247678
75 C -2.722779 -1.537706 3.998369
76 O -2.346083 -2.244279 2.789583
77 C -3.145633 -3.463675 2.508816
78 H -1.112542 0.852671 8.098422
79 H -0.443412 2.164809 7.030745
80 H 0.389103 1.511101 8.488039
81 H -0.256744 -1.163284 7.704298
82 H 1.537358 -0.814278 7.614797
83 H 0.507561 -3.024926 6.141784
84 H 1.621639 -1.962144 5.498021
85 H -0.358805 -0.651965 5.166303
86 H -2.267490 -1.501011 6.178789
87 H -1.997864 -2.914550 5.656190
88 H -2.464179 -0.498691 3.794260
89 H -3.776258 -1.654642 4.252559
90 H -2.898263 -4.258557 1.805203
91 H -4.087484 -3.012146 2.197153
92 H -3.360847 -3.950697 3.459905

Cartesian forces (eV/Å) of the 3 atoms listed first:
Hg -0.2313 -0.2830 0.3675
Hg -0.3625 -0.4331 0.0530
Hg 0.4482 -1.1016 -0.4437